{
  "formula": "C39H95N9O5",
  "method": "ωB97M-V/def2-TZVPD",
  "s_squared": 0.750,
  "spin_multiplicity": 2,
  "total_charge": -1,
  "energy_ha": -2411.8102,
  "gap_ha": [0.0583, 0.2949],
  "elements": ["H", "H", "C", "H", "H", "H", "H", "H", "H", "H", "C", "C", "C", "H", "N", "C", "H", "C", "C", "H", "H", "O", "H", "H", "H", "H", "H", "H", "H", "H", "O", "O", "C", "H", "H", "H", "C", "H", "H", "H", "C", "H", "C", "N", "H", "H", "H", "N", "H", "O", "H", "C", "C", "H", "H", "N", "H", "H", "H", "H", "H", "H", "H", "C", "C", "C", "H", "H", "C", "N", "H", "C", "H", "H", "H", "H", "C", "H", "H", "C", "H", "H", "H", "H", "H", "H", "H", "H", "H", "C", "H", "H", "H", "H", "N", "H", "H", "C", "H", "H", "H", "H", "H", "O", "H", "C", "C", "H", "C", "C", "C", "H", "H", "N", "H", "C", "H", "H", "H", "C", "H", "N", "N", "C", "H", "C", "C", "H", "H", "H", "H", "H", "C", "C", "H", "H", "H", "C", "H", "C", "H", "H", "C", "C", "H", "C", "H", "H"],
  "positions_angstrom": [[0.15368, -1.51474, 6.99354], [-0.14627, -1.23048, 5.35845], [-2.41837, 4.71707, -3.67180], [-6.46796, 3.35440, -1.26252], [4.33914, -3.21664, -3.04394], [-0.56526, -0.71832, -7.89788], [-2.39055, 4.33554, -1.59005], [-1.25753, -0.91245, -1.60382], [-0.15465, -0.89075, 2.75999], [-0.95723, 5.45633, 0.18565], [4.24033, 1.20939, -0.35734], [3.25759, 1.17760, 1.80143], [0.28532, -1.36353, -5.55763], [-4.92366, -0.23229, 9.05288], [-0.62613, 0.03823, 0.19968], [-4.99461, -0.38197, 7.97554], [2.37075, -0.89433, -6.10022], [-1.15449, -3.59315, 5.13960], [-0.36772, -0.51592, -1.11487], [-4.98849, 0.45728, 5.09851], [5.65274, -0.68049, 0.37929], [-0.94376, 5.65553, 7.34378], [-1.30411, -5.60082, 4.39327], [3.89034, -2.43543, 0.73649], [3.67253, -3.42806, -5.24963], [1.98618, -6.19245, -2.14048], [5.26136, -0.25290, -1.73771], [-2.82278, 3.73432, 4.28589], [-1.89461, -0.48378, 3.25531], [-1.54244, 2.71477, 4.44241], [-0.62472, 6.67100, -2.81256], [-1.88196, -2.81206, 4.49463], [2.16901, 1.32598, -7.51450], [4.47959, -5.66205, -1.09389], [-2.48722, -0.48478, 0.84684], [0.29978, 3.25314, -0.07539], [-5.64812, 3.92630, -0.82791], [1.79995, -4.61492, -1.22199], [-0.68383, 7.10000, -0.35823], [-6.21978, 1.84449, 2.88369], [1.25173, -1.53595, -8.68856], [2.36829, -0.05191, 3.35409], [-5.35034, 1.81358, 2.22701], [-1.84925, 4.82908, -2.28539], [-5.69366, -1.19970, 7.80021], [0.27420, -2.48737, -0.55827], [3.55606, 2.05777, -0.34603], [-5.80021, 2.62619, 1.17059], [-5.37094, 0.46831, 7.40677], [-3.80622, 3.35765, 0.52868], [-0.77560, 0.69533, 2.69894], [4.43565, 0.45833, -1.75874], [-1.44600, -0.70100, 1.08599], [1.80800, 2.12098, -8.16700], [-1.22747, 1.89360, 0.90182], [-3.81195, -1.08184, 6.03990], [5.76193, -4.54564, -1.40482], [5.18112, -5.63283, -2.67993], [1.31439, 1.24802, 2.75430], [1.53256, 0.23917, -5.10559], [-0.02474, -5.67923, -3.46562], [2.84385, 0.74835, -8.14618], [3.73384, 2.58179, -6.90766], [-3.80197, -0.97651, 7.35540], [-2.32452, 3.15347, 5.06208], [2.10631, 0.54964, 2.48368], [-5.33904, 0.77395, 1.89971], [-3.46332, 4.41274, -3.61226], [4.36585, -1.86705, 1.53582], [3.84663, 0.36649, 0.76172], [1.22114, -1.86896, -1.91349], [4.92162, -0.50205, 1.16779], [0.04595, 0.21437, -1.81033], [3.61194, -6.18023, -3.88827], [-3.50332, 6.30019, 6.27663], [-2.42245, 5.60695, -4.30124], [-0.54122, 6.05310, -0.62609], [0.54209, 5.94109, -0.58159], [2.48132, 2.54919, -5.68110], [-1.62675, -5.06889, 5.28828], [-0.46733, -4.64579, -2.09839], [0.58834, -1.81736, -4.61407], [-3.97003, 4.70678, 6.67825], [-6.76062, 2.87026, 0.97526], [-4.47214, -0.61180, 4.04915], [0.21845, 0.31758, -9.06376], [0.84873, -2.12541, -9.51211], [4.55707, 1.09856, -2.63251], [1.47928, -2.29812, -7.94330], [3.01406, 1.93448, -6.40666], [1.55676, -0.14714, 1.85075], [-2.95262, 2.35976, 5.46659], [3.56147, -0.18161, -1.87864], [-1.06170, -5.64560, 6.02055], [0.98137, 0.45005, -7.14341], [-0.62502, -0.80897, -5.32990], [5.07143, -4.37530, -4.73831], [-1.03722, 5.84521, -2.04030], [-3.47309, 5.78198, 7.96814], [0.33232, -3.96523, -3.39835], [1.44368, -1.76912, 5.78103], [5.13791, 1.74914, -0.05547], [5.22090, -2.49790, 1.77875], [-2.87288, -1.53018, 8.03827], [3.72805, -1.83734, 2.41924], [-4.82984, -0.62094, 5.07874], [0.32450, -4.88223, -2.80917], [-0.09401, -2.01055, -6.34856], [-1.76412, 4.96237, 6.78507], [4.06159, -4.44070, -5.14336], [3.15423, -5.26473, -4.26306], [3.70310, -3.20600, -1.47661], [5.44336, -0.09149, 2.03227], [2.73843, -4.51754, -3.06457], [2.26293, -5.62761, -4.77492], [0.40811, -0.35414, -8.22653], [2.83396, 2.12397, 1.46527], [0.35039, -4.03569, 6.34016], [4.05782, 1.49169, 2.47157], [0.33472, 2.22816, -0.44457], [1.52253, -1.27638, -0.39348], [-0.11623, -3.28071, 5.85811], [-1.49878, 3.95481, 6.00228], [0.67907, -1.58283, -1.01215], [2.22426, -1.31167, -9.12671], [-1.07371, -0.34279, 2.55221], [-3.24814, 5.47841, 6.94572], [-2.66934, -5.36607, 5.40132], [-4.42811, 2.07986, 2.74343], [-6.13104, 4.85166, -0.51390], [3.57947, 1.13274, -5.93166], [-5.76828, -1.16559, 4.97495], [1.74435, -5.13038, -2.18079], [-5.03306, 3.34861, 0.38134], [1.21460, 1.71938, -0.05083], [4.10203, -4.87510, -6.14223], [-0.50446, 3.82641, 5.87995], [1.41006, -0.39229, -5.98556], [-1.87295, 1.65322, -0.56495], [4.87414, -4.98937, -1.85542], [-3.12367, -1.68598, 5.61399], [-4.87079, 4.19886, -1.54173], [-0.95060, 1.41259, -0.03629], [0.38891, -1.92129, 6.00994], [-1.94298, 3.88455, -4.19049], [3.85396, -3.87529, -2.32360], [0.44238, 2.27000, -1.52844], [-1.25351, -1.76606, 0.95667]]
}